# 1
The following is a quantum chemistry calculation of C34H53AsBrN5O5P3STi as an isolated structure, from OMol25.

The geometry in XYZ format:
```
104
Properties=species:S:1:pos:R:3:mulliken_spin:R:1
Br -3.665 1.846 -0.762 -0.001
As 1.155 -1.454 -0.902 0.024
Ti -1.093 -0.284 -0.367 0.972
S 0.143 2.297 -1.053 0.004
P -2.069 -2.814 -1.524 0.010
P -0.467 -0.560 2.223 0.011
P -3.351 -1.069 0.641 0.016
O 0.856 0.371 2.354 0.007
O -0.911 2.898 -1.823 -0.002
O -0.806 -0.628 3.814 -0.004
O 0.791 1.178 -1.735 0.001
O 0.318 -1.987 1.947 -0.026
N -1.758 1.530 2.161 0.004
N -1.866 0.266 -2.142 -0.013
N -0.967 3.525 1.131 -0.001
N -0.544 1.475 0.211 -0.004
N 3.853 6.631 0.429 0.000
C 6.265 -1.962 1.443 0.000
C -2.262 1.554 -4.606 0.001
C 1.698 -3.322 -0.452 0.000
C 5.299 -1.399 2.260 0.000
C 4.871 -1.570 -0.472 0.000
C 2.491 3.258 0.074 0.000
C -2.279 3.654 3.100 -0.001
C -2.989 -2.488 1.757 0.001
C -1.295 0.552 -4.476 -0.006
C -0.396 0.189 -5.609 0.001
C -2.747 1.263 -2.300 -0.002
C -1.106 2.197 1.187 -0.026
C -3.004 1.907 -3.495 -0.001
C 1.084 1.427 3.280 0.001
C 1.314 -2.522 2.833 0.002
C -1.558 4.239 2.065 0.001
C 0.937 4.856 -0.842 0.000
C 1.794 5.882 -0.531 0.000
C -2.317 2.273 3.110 -0.005
C 3.026 5.619 0.097 0.000
C 3.897 -0.990 0.337 -0.005
C -1.301 -1.705 4.598 0.000
C -4.534 -1.799 -0.590 -0.001
C 4.128 -0.913 1.708 0.001
C 1.289 3.542 -0.555 0.002
C 2.674 -0.355 -0.241 0.009
C -1.649 -3.326 -3.248 0.003
C 3.354 4.284 0.397 0.000
C 6.045 -2.051 0.078 0.000
C 1.822 -1.635 -2.762 0.001
C -1.157 -0.061 -3.244 0.018
C -4.580 -0.270 1.739 0.005
C -3.839 -2.337 -1.841 -0.001
C -2.246 -4.532 -0.869 -0.001
H 4.297 4.068 0.877 0.000
H 1.372 -1.942 3.754 0.001
H -1.259 -4.998 -0.882 0.000
H -3.803 -3.214 1.739 -0.001
H 2.284 -2.499 2.334 -0.001
H 1.203 -3.691 0.442 0.000
H -0.428 -0.853 -3.114 0.008
H -0.017 5.039 -1.308 0.000
H -0.131 -0.865 -5.598 0.000
H -2.805 1.724 3.905 0.000
H -0.723 -1.716 5.524 0.000
H 1.228 -2.327 -3.365 0.001
H -2.416 2.061 -5.546 0.000
H 0.207 1.625 3.897 0.000
H 2.215 0.294 0.506 -0.001
H -1.431 5.309 1.984 0.000
H 1.351 2.326 2.717 0.000
H -2.631 -4.567 0.145 0.000
H 2.783 -3.356 -0.313 -0.001
H -2.351 -1.537 4.852 0.000
H 7.192 -2.310 1.870 0.000
H 3.650 7.563 0.109 0.000
H -2.040 -2.966 1.512 0.003
H -3.818 -1.561 -2.616 -0.002
H -2.767 4.242 3.856 0.000
H -1.180 -2.671 4.105 0.000
H 1.529 6.900 -0.772 0.000
H -0.850 0.434 -6.564 0.000
H -5.251 -1.017 -0.859 -0.001
H -4.386 -3.193 -2.253 0.001
H 2.948 0.251 -1.112 0.000
H -5.088 -2.588 -0.074 -0.001
H 4.723 -1.607 -1.544 0.000
H 1.043 -3.551 3.069 0.001
H 1.440 -3.976 -1.289 0.000
H -0.624 -3.697 -3.278 -0.001
H 1.914 1.141 3.930 0.000
H -1.757 -2.502 -3.949 0.001
H -3.739 2.696 -3.521 0.000
H -2.313 -4.133 -3.557 0.000
H -2.923 -2.071 2.759 0.000
H 6.802 -2.478 -0.561 0.000
H -4.070 0.147 2.605 0.000
H 0.523 0.767 -5.521 0.000
H -5.129 0.521 1.233 0.000
H 3.391 -0.436 2.339 0.000
H -2.915 -5.097 -1.518 0.000
H 2.757 2.240 0.304 0.001
H 4.780 6.450 0.773 0.000
H 5.467 -1.319 3.324 0.000
H 1.841 -0.655 -3.240 0.001
H -5.281 -1.043 2.063 0.000
H 2.839 -2.035 -2.708 -0.002
```

Output
Total charge ... +2
E ... -246494.18989 eV
Relative energy (zero: lowest compared OMol25 entry of this formula, charge and spin) ... 2.224 eV
Kohn-Sham gap (spin up / spin down) ... 6.6 / 6.8 eV
Spin multiplicity ... 2
Expectation value of S² ... 0.755
HOMO level (spin up / spin down) ... -12.4 / -12.4 eV

# 2
The following is a quantum chemistry calculation of C34H53BBaGeNO2S2Si3 as an isolated structure, from OMol25.

The geometry in XYZ format:
```
98
Properties=species:S:1:pos:R:3:mulliken_spin:R:1
Ba -0.401 0.931 -0.673 0.024
Ge -1.478 -2.431 0.861 0.027
S 0.142 3.004 1.958 0.261
S 1.303 -0.242 1.773 0.428
Si -1.524 -2.972 3.117 -0.013
Si -0.203 -4.034 -0.388 0.007
Si -3.699 -3.010 0.083 0.011
O 2.238 1.700 -1.664 -0.018
O 3.199 0.569 -3.400 -0.007
N -3.277 1.713 -0.266 0.002
C 5.481 3.553 -1.744 0.003
C -3.741 1.338 -2.693 -0.001
C -4.070 -4.892 0.196 0.004
C -5.132 2.880 -1.284 0.001
C -5.009 -2.069 1.060 -0.001
C -0.519 -5.946 -0.279 0.002
C 1.627 -3.903 -0.087 -0.003
C 3.487 2.243 -1.936 0.006
C -0.296 -3.770 -2.274 0.001
C 4.178 3.297 -1.278 -0.003
C -4.487 0.350 -4.809 0.000
C -3.688 2.182 0.941 -0.003
C -2.423 0.983 -2.909 0.001
C -2.517 -1.615 4.046 0.003
C -4.779 3.020 1.074 -0.005
C 7.199 5.446 -2.179 0.000
C 5.526 5.692 -0.263 0.000
C 2.437 0.239 4.150 -0.011
C -2.159 0.314 -4.162 0.000
C -5.499 3.396 -0.056 0.000
C 4.033 1.529 -3.017 -0.004
C -4.009 1.977 -1.377 0.000
C 6.009 2.875 -2.810 0.000
C 5.330 1.811 -3.460 0.000
C 1.077 2.920 4.487 -0.001
C -2.346 -4.628 3.606 0.002
C -4.276 -2.389 -1.655 0.001
C 0.257 -3.134 3.839 0.017
C -4.753 1.056 -3.672 0.000
C 1.513 0.849 3.075 0.092
C 7.383 4.031 -0.238 0.000
C -3.134 -0.017 -5.085 0.000
C 6.367 4.656 -1.138 0.000
C 0.998 2.112 3.171 0.145
B 1.959 0.582 -2.575 0.002
H 2.147 -4.767 -0.428 0.000
H -2.893 -0.535 -6.042 0.000
H 6.121 6.311 0.384 0.000
H -5.542 3.190 -2.207 0.000
H -5.979 -1.962 0.535 0.000
H 2.589 0.818 5.032 -0.001
H -0.235 -6.299 0.709 0.000
H -4.798 -5.160 -0.598 0.000
H 0.041 -2.794 -2.734 0.000
H -5.221 -2.423 2.080 0.000
H -2.208 -4.850 4.690 0.000
H -6.380 4.106 0.136 0.000
H -1.153 -0.177 -4.328 0.000
H 1.989 -0.694 4.513 0.007
H 0.555 2.254 5.235 0.007
H 2.177 2.862 4.770 0.006
H 8.048 3.334 -0.891 0.000
H -5.770 1.363 -3.543 0.000
H 4.855 5.151 0.315 -0.001
H -4.597 -1.064 1.158 0.000
H -2.840 -1.926 5.067 0.000
H 1.896 -3.876 1.001 0.001
H 0.185 -6.520 -0.916 0.000
H 4.941 6.363 -0.943 0.000
H -5.313 -2.695 -1.718 0.000
H -3.780 -2.768 -2.511 0.000
H 0.925 -2.355 3.453 -0.007
H -1.263 -4.054 -2.728 0.000
H 3.446 0.256 3.715 0.007
H 1.990 -2.976 -0.550 0.003
H -5.016 3.261 2.086 0.000
H 5.711 1.263 -4.269 0.000
H 0.428 -4.545 -2.657 0.000
H 6.964 3.411 0.559 0.000
H 7.989 4.857 -2.653 0.000
H -1.994 -5.565 3.082 0.001
H -3.428 -1.515 3.450 0.000
H -5.383 0.083 -5.404 0.000
H -3.173 -5.490 0.027 -0.001
H 3.756 3.704 -0.361 -0.004
H -4.350 -1.305 -1.717 0.000
H -1.965 -0.639 3.973 -0.003
H -4.376 -5.324 1.160 -0.001
H 6.959 3.120 -3.196 0.000
H 7.942 4.758 0.307 0.000
H 0.546 -4.152 3.543 0.001
H 0.664 3.878 4.463 0.005
H -3.427 -4.517 3.422 0.001
H 0.163 -3.109 4.954 0.001
H -3.114 1.786 1.797 0.005
H 7.710 6.343 -1.748 0.000
H 6.620 5.754 -3.065 0.000
H -1.480 -6.373 -0.473 0.000
```

Output
Total charge ... -2
E ... -144895.19537 eV
Relative energy (zero: lowest compared OMol25 entry of this formula, charge and spin) ... 2.393 eV
Kohn-Sham gap (spin up / spin down) ... 5.1 / 4.9 eV
Spin multiplicity ... 2
Expectation value of S² ... 0.765
HOMO level (spin up / spin down) ... -1.3 / -1.3 eV

# 3
The following is a quantum chemistry calculation of a 8-piece molecular cluster, C34H53BN3O17P overall, from OMol25.

The geometry in XYZ format:
```
109
Properties=species:S:1:pos:R:3:mulliken_charge:R:1
P -1.435 -1.186 -4.000 0.188
O 3.052 -2.474 3.887 -0.622
O -4.742 5.070 -7.562 -0.409
O 1.330 1.009 -1.591 -0.556
O -5.799 6.506 -6.159 -0.609
O -0.408 1.195 8.470 -0.364
O 4.420 -7.796 2.987 -0.347
O 1.685 0.228 -3.899 -0.656
O -1.804 -2.888 -3.869 -0.514
O 2.055 -5.501 7.458 -0.592
O -2.105 6.602 -2.805 -0.618
O 1.140 1.133 6.814 -0.581
O 1.680 -2.904 2.132 -0.360
O -1.686 2.826 -6.334 -0.450
O -1.356 2.393 -8.538 -0.612
O 0.391 -4.136 8.179 -0.368
O -4.201 7.415 -2.501 -0.375
O 4.924 -8.384 0.855 -0.594
N 0.792 -3.347 -1.839 -0.702
N -2.998 -0.384 -3.898 -0.473
N -1.790 2.357 -1.714 -0.421
C 3.316 -9.679 2.106 -0.405
C 3.099 0.456 -3.629 -0.261
C 0.929 2.024 10.201 -0.514
C 3.616 -8.354 4.034 -0.262
C -5.360 6.998 -1.772 -0.429
C -1.253 -0.324 -1.188 -0.478
C 4.298 -8.565 1.869 0.520
C 0.543 3.037 -5.658 -0.066
C -3.707 7.147 -7.181 -0.296
C -0.500 1.819 9.755 -0.401
C -0.373 -0.835 -2.443 1.116
C -1.815 1.182 -1.394 0.102
C 2.574 -9.192 3.332 -0.491
C -0.105 -2.848 7.799 -0.438
C -3.222 6.479 -2.366 0.536
C 1.651 2.253 8.891 -0.406
C -0.883 3.344 -5.267 -0.042
C 1.479 -4.010 1.243 0.179
C -0.926 2.722 -7.460 0.672
C 1.477 -4.442 7.417 0.390
C 3.798 -0.755 -2.814 -0.882
C 2.710 -3.187 2.976 0.376
C 3.312 -4.521 2.634 0.152
C 1.810 -3.296 6.501 -0.020
C 2.792 -4.756 1.233 -0.526
C 0.812 1.461 7.925 0.577
C 1.061 -2.149 7.142 -0.335
C 0.245 -2.273 -2.001 -0.336
C -4.880 6.249 -6.897 0.452
C -3.490 5.060 -8.256 0.250
C -3.725 5.312 -1.561 -0.058
C 0.495 3.120 -7.168 -0.602
C -5.225 5.500 -1.633 -0.588
C -3.115 6.513 -8.422 -0.635
B 0.903 0.147 -2.700 0.379
H -0.947 -2.986 7.114 0.245
H 3.473 -4.298 0.507 0.215
H 1.305 1.110 10.672 0.264
H 2.884 -3.111 6.478 0.422
H -3.016 7.109 -6.335 0.175
H 2.673 1.875 8.924 0.263
H 1.199 2.428 -7.632 0.360
H -3.606 4.556 -9.217 0.401
H 2.686 -5.811 0.975 0.324
H 3.310 -1.778 -3.052 0.229
H 4.259 -8.951 4.687 0.282
H -5.759 5.097 -0.771 0.347
H -5.364 7.506 -0.803 0.260
H 4.401 -4.478 2.656 0.428
H -6.260 7.277 -2.322 0.347
H -4.031 8.170 -7.368 0.346
H 0.757 -1.375 6.436 0.364
H 3.337 1.457 -3.126 0.282
H 3.621 0.489 -4.665 0.331
H 3.166 -7.550 4.620 0.202
H 1.734 -8.560 3.025 0.246
H 1.636 3.305 8.596 0.282
H 0.798 2.017 -5.354 -0.110
H -1.163 2.862 -4.329 -0.004
H -2.253 -3.069 -3.003 0.314
H 1.269 3.716 -5.205 0.511
H 3.756 -0.600 -1.676 0.207
H -3.352 5.398 -0.538 0.320
H -2.040 6.672 -8.525 0.346
H 2.941 -5.271 3.338 -0.166
H 3.866 -10.602 2.303 0.278
H 1.044 2.842 10.914 0.318
H -5.613 5.008 -2.531 0.269
H -0.632 -0.436 -0.223 0.480
H -2.763 4.509 -7.654 -0.374
H 1.691 -1.681 7.906 0.156
H 2.179 -9.998 3.954 0.330
H -3.760 -1.016 -3.612 0.231
H 0.656 -4.622 1.628 0.261
H -1.041 2.764 9.646 0.273
H 1.582 0.463 -0.811 0.311
H -0.455 -2.313 8.685 0.289
H -1.053 1.172 10.439 0.309
H 0.662 4.139 -7.526 0.244
H 2.648 -9.802 1.254 0.273
H -1.069 4.419 -5.182 0.196
H 4.916 -0.752 -3.115 0.354
H -3.417 4.366 -2.006 0.009
H 1.211 -3.641 0.252 -0.262
H -3.604 6.923 -9.312 0.294
H -3.211 0.122 -4.772 0.256
H 1.435 -3.519 5.501 -0.158
H -2.178 -0.998 -1.087 0.439
```

Output
E ... -85361.76338 eV
Kohn-Sham gap ... 9.1 eV
HOMO level ... -9.4 eV

# 4
The following is a quantum chemistry calculation of C34H53IrN2OS3 as an isolated structure, from OMol25.

The geometry in XYZ format:
```
94
Properties=species:S:1:pos:R:3:mulliken_spin:R:1
Ir 0.834 0.346 0.154 0.023
S -1.595 3.316 -3.115 0.665
S -0.364 2.240 -0.895 0.240
S -3.367 1.292 -1.047 0.007
O -0.887 -0.648 -0.176 -0.001
N -3.018 -2.876 -1.664 0.002
N -2.495 -2.210 -0.584 0.001
C 0.524 3.723 -1.474 0.011
C 1.791 -1.125 1.347 0.002
C -4.392 -1.982 3.142 0.000
C 1.612 1.074 4.402 0.000
C -4.015 -3.935 -1.512 0.000
C 0.839 0.153 3.447 -0.003
C 3.691 2.468 -1.186 -0.002
C -1.521 2.981 0.312 -0.014
C -2.276 -2.593 -2.743 -0.001
C -2.531 -3.245 -4.055 0.000
C -2.867 2.244 0.405 0.013
C -4.415 -1.558 0.773 0.000
C -3.153 -2.127 0.685 -0.001
C 1.852 -3.018 -0.739 0.003
C -0.555 0.731 3.175 0.007
C 0.696 -1.240 4.071 0.000
C -1.462 -1.444 -1.013 0.000
C -3.206 3.768 -2.433 -0.019
C -1.292 -1.684 -2.379 -0.003
C 2.341 1.093 1.480 0.000
C 2.696 -1.241 -2.258 0.000
C -0.461 4.513 -2.345 -0.004
C 2.631 -0.835 0.220 0.012
C 4.263 -2.518 -0.720 0.000
C -5.038 -1.496 2.012 0.001
C 2.873 -1.873 -0.873 -0.003
C 4.934 2.104 0.948 0.000
C -4.085 2.560 -2.116 0.020
C 4.224 1.402 -0.233 -0.003
C -3.124 -2.541 3.039 0.000
C -2.501 -2.623 1.803 0.000
C 3.069 0.572 0.366 -0.006
C 5.302 0.580 -0.939 0.000
C 1.619 0.043 2.158 0.015
H -0.540 -1.261 -3.023 0.001
H 0.915 4.307 -0.643 -0.002
H -0.485 1.693 2.659 -0.002
H 1.127 1.067 5.377 0.000
H -6.031 -1.075 2.092 0.000
H 1.626 2.107 4.051 0.000
H 2.437 2.098 1.854 -0.005
H 3.463 -0.508 -2.494 0.000
H -1.912 -2.792 -4.824 0.000
H -1.045 5.240 -1.784 0.000
H -3.647 2.974 0.630 0.003
H 2.747 -2.023 -3.015 0.000
H -2.636 -2.940 3.918 0.000
H 0.817 -2.668 -0.762 -0.002
H -2.850 1.542 1.238 -0.003
H -4.067 -4.222 -0.465 0.000
H -0.995 2.995 1.265 0.010
H 5.853 2.560 0.582 0.000
H 1.357 3.347 -2.061 -0.005
H 2.641 0.739 4.541 0.000
H 5.081 -1.853 -0.966 0.000
H 4.410 -2.902 0.291 0.000
H -3.048 4.398 -1.560 0.000
H 0.102 -1.905 3.440 0.000
H -1.168 0.044 2.585 -0.001
H 4.338 2.901 1.391 0.000
H -1.057 0.912 4.126 0.000
H 0.059 5.048 -3.140 0.010
H -3.577 -3.151 -4.347 0.000
H -4.361 2.032 -3.029 -0.001
H 3.198 2.013 -2.049 0.000
H -5.009 2.948 -1.683 0.002
H -3.698 4.381 -3.196 0.038
H 5.210 1.394 1.730 0.000
H 4.960 0.080 -1.840 0.000
H 4.520 3.073 -1.554 -0.001
H -2.291 -4.309 -4.011 0.000
H 1.315 -2.071 1.537 0.003
H -4.887 -1.940 4.103 0.000
H 1.990 -3.697 -1.579 0.000
H 4.317 -3.367 -1.401 0.000
H -3.706 -4.797 -2.099 0.000
H 3.005 3.135 -0.664 0.002
H -1.643 4.018 0.004 -0.009
H -4.908 -1.174 -0.112 0.000
H -4.993 -3.591 -1.841 0.000
H 5.753 -0.145 -0.263 0.000
H 0.182 -1.155 5.028 0.000
H -1.532 -3.096 1.692 0.000
H 1.717 -0.758 -2.353 -0.001
H 1.667 -1.700 4.258 0.000
H 6.095 1.265 -1.240 0.000
H 2.015 -3.602 0.167 0.000
```

Output
Total charge ... +3
E ... -76464.77948 eV
Relative energy (zero: lowest compared OMol25 entry of this formula, charge and spin) ... 0.000 eV
Kohn-Sham gap (spin up / spin down) ... 6.9 / 4.7 eV
Spin multiplicity ... 2
Expectation value of S² ... 0.757
HOMO level (spin up / spin down) ... -16.4 / -16.3 eV

> Which value of E does entry 2 give?

-144895.19537 eV

> E of number 4 (C34H53IrN2OS3)?

-76464.77948 eV